C6H9N | ωB97M-V/def2-TZVPD

Values from the calculation:
lowest unoccupied orbital energy: 0.917 eV
Kohn-Sham gap: 8.75 eV
structure (SMILES): Cc1cc[nH]c1C
highest occupied orbital energy: -7.8 eV
charge: 0

XYZ file:
```
16
Properties=species:S:1:pos:R:3:mulliken_charge:R:1
C 1.21 1.50 -0.58 -1.19
C 0.14 0.45 -0.54 0.73
C -0.67 0.14 -1.68 -0.51
C -1.61 -0.78 -1.22 -0.42
N -1.34 -1.05 0.08 0.04
C -0.23 -0.34 0.50 0.05
C 0.40 -0.51 1.84 -1.31
H 1.39 1.84 -1.61 0.35
H 2.16 1.19 -0.14 0.31
H 0.84 2.37 -0.03 0.26
H 0.25 -0.23 -2.15 0.12
H -2.48 -1.24 -1.69 0.41
H -1.82 -1.72 0.66 0.20
H 1.47 -0.73 1.73 0.30
H -0.05 -1.32 2.40 0.36
H 0.31 0.42 2.41 0.29
```

***

C6H9N | ωB97M-V/def2-TZVPD

Values from the calculation:
lowest unoccupied orbital energy (alpha / beta): 0.100 / 0.100 eV
Kohn-Sham gap (alpha / beta): 7.43 / 7.43 eV
highest occupied orbital energy (alpha / beta): -7.3 / -7.3 eV
charge: 0

XYZ file:
```
16
Properties=species:S:1:pos:R:3:mulliken_charge:R:1
C 1.45 1.12 1.21 -1.51
C 0.71 0.22 0.23 0.75
C 1.16 -1.03 -0.09 -0.68
C 0.06 -1.67 -1.03 -0.24
C -1.05 -1.17 -0.27 -0.09
C -0.55 0.92 -0.40 -0.65
N -1.70 -0.02 -0.63 -0.38
H 1.56 2.13 0.80 0.35
H 2.45 0.76 1.50 0.37
H 0.87 1.21 2.14 0.28
H 0.06 -2.74 -0.96 0.33
H 0.12 -1.30 -2.05 0.20
H -1.33 -1.59 0.69 0.33
H -0.31 1.36 -1.36 0.25
H -0.95 1.65 0.30 0.37
H -2.55 0.16 -0.08 0.31
```

***

C6H9N | ωB97M-V/def2-TZVPD

Values from the calculation:
lowest unoccupied orbital energy: 0.837 eV
Kohn-Sham gap: 8.52 eV
highest occupied orbital energy: -7.7 eV
charge: 0

XYZ file:
```
16
Properties=species:S:1:pos:R:3:mulliken_charge:R:1
C 2.35 -0.27 0.35 -1.19
C 0.96 -0.14 -0.17 0.35
C 0.13 -1.06 -0.75 -0.33
C -1.13 -0.45 -1.17 -0.74
C -2.12 -0.07 0.40 -1.04
C -1.00 0.85 -0.62 0.14
N 0.29 1.07 -0.12 -0.16
H 2.41 -0.01 1.41 0.31
H 2.71 -1.30 0.23 0.30
H 3.04 0.39 -0.19 0.31
H 0.42 -2.09 -0.94 0.39
H -1.74 0.28 1.36 0.37
H -2.25 -1.15 0.47 0.29
H -3.09 0.37 0.17 0.31
H -1.58 1.73 -0.86 0.45
H 0.60 1.86 0.43 0.24
```

***

C6H9N | ωB97M-V/def2-TZVPD

Values from the calculation:
lowest unoccupied orbital energy: 1.082 eV
Kohn-Sham gap: 8.95 eV
structure (SMILES): Cc1c[nH]c(C)c1
highest occupied orbital energy: -7.9 eV
charge: 0

XYZ file:
```
16
Properties=species:S:1:pos:R:3:mulliken_charge:R:1
C -2.43 -0.49 -0.26 -1.20
C -1.13 0.05 0.26 0.61
C -0.67 1.33 0.33 -0.70
N 0.71 1.32 0.44 -0.17
C 1.13 -0.01 0.39 0.19
C 2.43 -0.39 -0.27 -1.08
C 0.02 -0.79 0.39 -0.46
H -3.18 0.28 -0.46 0.34
H -2.86 -1.24 0.40 0.30
H -2.21 -0.98 -1.21 0.27
H -1.20 2.26 0.16 0.39
H 1.16 1.98 1.05 0.26
H 3.33 -0.61 0.30 0.28
H 2.23 -1.27 -0.88 0.29
H 2.68 0.42 -0.96 0.30
H 0.01 -1.87 0.31 0.39
```

***

C6H9N | ωB97M-V/def2-TZVPD

Values from the calculation:
lowest unoccupied orbital energy: 1.150 eV
Kohn-Sham gap: 9.85 eV
structure (SMILES): C1=C[C@@H]2NC[C@H]2C1
highest occupied orbital energy: -8.7 eV
charge: 0

XYZ file:
```
16
Properties=species:S:1:pos:R:3:mulliken_charge:R:1
C 0.61 -1.68 -0.51 -0.23
C 0.72 -1.59 0.86 -0.71
C 0.18 0.00 0.78 -0.06
N -0.75 0.88 1.52 -0.54
C -0.81 1.72 0.16 -0.66
C -0.57 0.17 -0.43 -0.19
C 0.24 -0.54 -1.36 -0.70
H 1.13 -2.36 -1.13 0.40
H 1.16 -2.28 1.50 0.43
H 0.93 0.83 0.71 0.30
H -0.53 1.45 2.26 0.19
H 0.02 2.33 -0.05 0.38
H -1.84 1.83 0.02 0.39
H -1.52 -0.11 -0.31 0.42
H 1.24 0.06 -1.73 0.19
H -0.20 -0.70 -2.29 0.39
```

***

C6H9N | ωB97M-V/def2-TZVPD

Values from the calculation:
lowest unoccupied orbital energy: 0.131 eV
Kohn-Sham gap: 7.22 eV
highest occupied orbital energy: -7.1 eV
charge: 0

XYZ file:
```
16
Properties=species:S:1:pos:R:3:mulliken_charge:R:1
C -0.18 -1.85 -0.03 -0.41
N 0.12 -0.67 0.33 0.02
C -0.54 0.53 1.00 -0.36
C 0.90 1.07 1.19 -0.53
C 1.09 0.37 -0.18 -0.08
C 0.13 1.14 -1.15 -0.92
C -0.94 1.21 -0.30 -0.30
H 0.49 -2.38 -0.70 0.41
H -1.11 -2.32 0.29 0.28
H -0.74 -1.21 -2.23 0.10
H -1.22 0.32 1.83 0.46
H 1.46 0.61 2.01 0.29
H 1.00 2.15 1.16 0.35
H 2.05 -0.03 -0.52 0.42
H -0.56 -0.47 -2.20 -0.07
H -1.95 1.52 -0.52 0.35
```

***

C6H9N | ωB97M-V/def2-TZVPD

Values from the calculation:
lowest unoccupied orbital energy: 1.064 eV
Kohn-Sham gap: 10.46 eV
structure (SMILES): CC#CC[C@H]1CN1
highest occupied orbital energy: -9.4 eV
charge: 0

XYZ file:
```
16
Properties=species:S:1:pos:R:3:mulliken_charge:R:1
C 2.78 0.53 2.16 -1.30
C 1.77 0.13 1.18 1.04
C 0.97 -0.22 0.36 -0.39
C 0.03 -0.66 -0.68 -1.04
C -1.43 -0.22 -0.43 0.35
C -2.06 0.40 -1.59 -0.74
N -2.36 -1.02 -1.20 -0.62
H 2.70 1.60 2.40 0.29
H 3.79 0.35 1.76 0.29
H 2.68 -0.04 3.09 0.29
H 0.09 -1.74 -0.81 0.31
H 0.35 -0.22 -1.63 0.28
H -1.62 0.19 0.56 0.44
H -1.54 0.51 -2.52 0.22
H -2.82 1.16 -1.34 0.30
H -3.33 -0.76 -1.32 0.28
```

***

C6H9N | ωB97M-V/def2-TZVPD

Values from the calculation:
lowest unoccupied orbital energy: 0.976 eV
Kohn-Sham gap: 8.68 eV
structure (SMILES): Cc1c[nH]c(C)c1
highest occupied orbital energy: -7.7 eV
charge: 0

XYZ file:
```
16
Properties=species:S:1:pos:R:3:mulliken_charge:R:1
C 1.25 0.35 -2.01 -1.24
C 0.43 0.93 -0.88 0.57
C -0.89 0.63 -1.05 -0.66
N -1.37 0.03 0.09 -0.07
C -0.36 0.01 1.03 0.24
C -0.51 -0.79 2.28 -1.18
C 0.72 0.65 0.50 -0.52
H 1.01 -0.73 -1.98 0.32
H 2.32 0.43 -1.89 0.31
H 0.93 0.68 -3.01 0.31
H -1.44 0.62 -1.99 0.40
H -2.12 -0.65 0.04 0.26
H -0.47 -1.86 2.04 0.28
H 0.32 -0.59 2.96 0.31
H -1.45 -0.59 2.80 0.32
H 1.63 0.88 1.06 0.36
```

***

C6H9N | ωB97M-V/def2-TZVPD

Values from the calculation:
lowest unoccupied orbital energy: 0.640 eV
Kohn-Sham gap: 8.14 eV
highest occupied orbital energy: -7.5 eV
charge: 0

XYZ file:
```
16
Properties=species:S:1:pos:R:3:mulliken_charge:R:1
C 1.83 0.77 -0.12 -0.34
N 0.65 0.32 -0.04 0.34
C -0.02 -0.52 1.00 -0.83
C -1.48 -0.02 0.79 -0.29
C -1.54 1.07 -0.28 -0.67
C -0.47 0.24 -0.99 -0.39
C -0.93 -1.00 -0.17 -0.32
H 2.19 1.24 -1.03 0.26
H 2.65 -2.14 0.83 0.21
H 2.48 0.64 0.74 0.36
H 1.98 -1.89 1.07 -0.22
H -2.20 -0.18 1.59 0.38
H -1.27 2.10 -0.02 0.27
H -2.48 1.05 -0.84 0.32
H -0.22 0.34 -2.05 0.50
H -1.17 -2.02 -0.47 0.44
```

***

C6H9N | ωB97M-V/def2-TZVPD

Values from the calculation:
lowest unoccupied orbital energy: 0.496 eV
Kohn-Sham gap: 8.17 eV
structure (SMILES): C=C(C)CC=C=N
highest occupied orbital energy: -7.7 eV
charge: 0

XYZ file:
```
16
Properties=species:S:1:pos:R:3:mulliken_charge:R:1
C -0.80 -0.65 -1.62 -0.99
C -0.28 -0.59 -0.38 0.60
C -1.09 -0.97 0.82 -1.22
C 1.24 -0.44 -0.21 -0.48
C 1.56 0.97 0.18 -0.69
C 0.61 1.79 0.55 0.47
N -0.10 2.61 1.03 -0.50
H -1.84 -0.93 -1.79 0.28
H -0.21 -0.42 -2.50 0.28
H -0.78 -1.94 1.23 0.31
H -0.99 -0.23 1.62 0.28
H -2.16 -1.03 0.59 0.37
H 1.78 -0.69 -1.14 0.34
H 1.57 -1.13 0.57 0.25
H 2.57 1.33 0.07 0.37
H -1.08 2.32 0.98 0.32
```

***

C6H9N | ωB97M-V/def2-TZVPD

Values from the calculation:
lowest unoccupied orbital energy (alpha / beta): -0.243 / -0.069 eV
Kohn-Sham gap (alpha / beta): 8.53 / 8.58 eV
highest occupied orbital energy (alpha / beta): -8.8 / -8.7 eV
charge: 0

XYZ file:
```
16
Properties=species:S:1:pos:R:3:mulliken_charge:R:1
C -0.88 -0.15 1.62 -1.73
C -0.12 0.11 0.36 1.22
C 1.37 -0.01 0.47 -1.14
C 0.52 -0.07 -1.66 -0.96
C -0.47 -0.71 -0.83 -0.20
C -0.27 1.49 -0.22 0.26
N -0.60 2.61 -0.32 -0.57
H -1.96 -0.05 1.46 0.36
H -0.55 0.52 2.41 0.39
H -0.69 -1.19 1.94 0.40
H 1.80 -0.69 1.21 0.35
H 2.02 0.78 0.11 0.36
H 0.19 0.37 -2.59 0.33
H 1.42 -0.65 -1.84 0.34
H -1.46 -0.57 -1.28 0.29
H -0.32 -1.80 -0.83 0.30
```

***

C6H9N | ωB97M-V/def2-TZVPD

Values from the calculation:
lowest unoccupied orbital energy: 0.406 eV
Kohn-Sham gap: 9.20 eV
structure (SMILES): [H]/N=C(C)/C=C\C=C
highest occupied orbital energy: -8.8 eV
charge: 0

XYZ file:
```
16
Properties=species:S:1:pos:R:3:mulliken_charge:R:1
H 0.02 2.16 -1.05 0.19
N -0.06 1.16 -0.86 -0.55
C 0.60 0.85 0.18 0.95
C 1.42 1.88 0.96 -1.29
C 0.63 -0.53 0.71 -0.42
C -0.16 -1.58 0.42 -0.30
C -1.33 -1.79 -0.44 -0.23
C -1.72 -1.17 -1.56 -0.61
H 0.83 2.30 1.78 0.27
H 2.32 1.44 1.39 0.33
H 1.71 2.70 0.30 0.38
H 1.38 -0.70 1.48 0.21
H 0.08 -2.48 1.00 0.27
H -1.94 -2.63 -0.12 0.24
H -1.15 -0.35 -2.00 0.29
H -2.64 -1.48 -2.05 0.25
```

***

C6H9N | ωB97M-V/def2-TZVPD

Values from the calculation:
lowest unoccupied orbital energy: 1.107 eV
Kohn-Sham gap: 10.22 eV
structure (SMILES): C1[C@@H]2C3CN(C3)[C@H]12
highest occupied orbital energy: -9.1 eV
charge: 0

XYZ file:
```
16
Properties=species:S:1:pos:R:3:mulliken_charge:R:1
C -1.85 0.33 -0.06 -0.53
C -0.77 -0.57 0.48 -0.28
C 0.64 -0.12 0.91 0.04
C 0.76 1.14 0.14 -0.80
N 0.62 0.32 -1.12 -0.58
C 1.37 -0.79 -0.34 -0.44
C -0.74 -0.21 -0.84 -0.22
H -2.84 -0.15 -0.03 0.29
H -1.66 1.36 0.27 0.16
H -0.94 -1.53 0.78 0.43
H 0.96 -0.40 1.98 0.39
H 1.71 1.69 -0.03 0.29
H 0.18 1.99 0.14 0.33
H 2.39 -0.27 -0.22 0.27
H 1.34 -1.82 -0.61 0.33
H -1.16 -0.98 -1.46 0.33
```

***

C6H9N | ωB97M-V/def2-TZVPD

Values from the calculation:
lowest unoccupied orbital energy: 0.913 eV
Kohn-Sham gap: 8.65 eV
structure (SMILES): Cc1cc[nH]c1C
highest occupied orbital energy: -7.7 eV
charge: 0

XYZ file:
```
16
Properties=species:S:1:pos:R:3:mulliken_charge:R:1
C -0.97 -1.87 0.31 -1.24
C 0.07 -0.80 0.09 0.69
C 1.48 -0.95 0.09 -0.44
C 2.05 0.29 -0.14 -0.68
N 1.02 1.23 -0.26 -0.11
C -0.14 0.55 -0.07 0.13
C -1.24 1.53 -0.08 -1.01
H -0.61 -2.85 -0.03 0.33
H -1.89 -1.65 -0.25 0.33
H -1.24 -1.97 1.36 0.25
H 2.01 -1.91 0.20 0.38
H 3.08 0.53 -0.32 0.40
H 0.65 2.23 -0.62 0.24
H -2.21 1.09 -0.36 0.31
H -0.72 2.45 -0.77 0.17
H -1.34 2.12 0.83 0.25
```

***

C6H9N | ωB97M-V/def2-TZVPD

Values from the calculation:
lowest unoccupied orbital energy (alpha / beta): 0.385 / 0.289 eV
Kohn-Sham gap (alpha / beta): 8.56 / 7.96 eV
highest occupied orbital energy (alpha / beta): -8.2 / -7.7 eV
charge: 0

XYZ file:
```
16
Properties=species:S:1:pos:R:3:mulliken_charge:R:1
C 1.89 1.13 -0.20 -0.33
C 0.17 1.14 -0.47 -0.63
N 1.81 -0.14 -0.68 -0.53
C 0.97 -0.89 0.23 -0.47
C -0.34 -0.13 -0.01 0.84
C -1.61 -0.15 0.82 -0.65
C -1.58 -0.81 -0.51 -0.78
H 1.95 1.35 0.86 0.24
H 2.45 1.82 -0.83 0.33
H -0.48 1.65 -1.18 0.35
H 1.30 -0.84 1.27 0.28
H 0.90 -1.93 -0.07 0.37
H -2.18 0.77 0.93 0.27
H -1.55 -0.75 1.72 0.24
H -1.55 -1.89 -0.53 0.25
H -2.13 -0.35 -1.33 0.23
```

***

ΔE to the lowest compared entry with this formula, charge and spin, respectively: 2.217 5.255 3.752 0.911 6.142 7.156 3.913 1.430 6.665 3.380 5.628 1.787 4.994 1.898 5.270 eV.